The following is a quantum chemistry calculation of one molecule with the formula C5H17N4P, from OMol25.

Positions of all 27 atoms, in Å:
P 0.094 0.483 -0.393
N 0.114 1.667 0.818
N 0.189 0.947 -1.890
N -1.137 -0.630 0.055
N 1.493 -0.326 0.018
C 2.734 0.346 0.002
C 1.440 -1.675 -0.590
C -1.319 -1.193 1.314
C -1.795 -1.337 -1.070
C -0.979 2.665 0.862
H 3.236 0.459 -0.966
H 2.488 1.380 0.270
H -0.964 3.160 1.839
H -1.863 -0.687 -1.972
H -2.377 -1.115 1.769
H 3.505 -0.135 0.462
H -1.279 -2.344 -1.335
H 2.332 -1.872 -1.208
H -2.116 2.315 0.858
H -0.520 1.537 -2.232
H -0.866 3.423 0.034
H 0.501 1.421 1.688
H 0.493 -1.562 -1.222
H -1.158 -2.244 1.360
H 1.304 -2.290 0.247
H -2.766 -1.661 -0.903
H -0.785 -0.734 2.189

frontier orbital gap = 0.34720 hartree
HOMO = -8.63 eV
DFT total energy = -20708.7117 eV
LUMO energy = 0.82 eV
multiplicity = 1

---

The following is a quantum chemistry calculation of one molecule with the formula C7H10N2O2, from OMol25.

Positions of all 21 atoms, in Å:
O 0.249 1.529 -0.875
O -1.736 2.025 -0.045
N -0.941 -1.615 -0.215
N 1.150 -0.942 -0.945
C 1.075 0.409 1.883
C -0.633 1.573 0.122
C 0.297 -1.249 0.191
C 0.461 -1.092 -2.054
C 0.544 -1.076 1.667
C -0.021 1.457 1.536
C -0.781 -1.657 -1.611
H -0.359 1.864 -1.679
H -1.720 -2.424 -2.091
H 2.145 -0.376 -0.877
H 1.264 -1.834 2.370
H 1.602 0.322 2.925
H 1.078 -0.942 -3.004
H 2.091 0.207 1.214
H 0.191 2.407 1.935
H -1.034 1.355 2.181
H -0.484 -1.293 2.102

frontier orbital gap = 0.32045 hartree
HOMO = -8.21 eV
DFT total energy = -14492.8172 eV
LUMO energy = 0.51 eV
multiplicity = 1

---

The following is a quantum chemistry calculation of a 2-piece molecular cluster, C2H6N2S overall, from OMol25.

Positions of all 11 atoms, in Å:
S 4.184 0.202 0.149
N -2.077 0.171 0.143
N -3.268 0.522 0.330
C -0.820 0.453 0.323
C -1.142 -0.912 -0.287
H -4.005 -0.202 0.212
H 5.358 0.651 0.522
H -0.903 -1.058 -1.255
H -0.126 1.163 0.581
H -1.265 -1.738 0.314
H 4.062 0.748 -1.032

frontier orbital gap = 0.31883 hartree
HOMO = -7.94 eV
DFT total energy = -15981.6342 eV
LUMO energy = 0.74 eV
multiplicity = 1

---

The following is a quantum chemistry calculation of a 3-piece molecular cluster, C4H16N2O3 overall, from OMol25.

Positions of all 25 atoms, in Å:
O -2.073 0.175 -2.876
O -0.314 2.070 -1.759
O 2.364 -1.710 -0.076
N -2.032 -1.022 0.877
N -0.202 0.505 2.583
C 2.125 -0.323 -0.317
C -0.886 -0.303 0.324
C 1.497 0.395 0.875
C 0.214 -0.244 1.412
H 0.416 -1.285 1.697
H 0.594 1.845 -1.958
H 1.296 1.427 0.570
H 1.562 -2.138 0.220
H -1.817 -2.005 1.021
H -1.015 0.070 2.996
H 3.134 0.053 -0.508
H -2.406 -0.251 -2.085
H -0.476 -0.710 -0.605
H -2.844 -0.964 0.274
H 1.552 -0.234 -1.244
H -0.454 1.457 2.331
H 2.219 0.428 1.693
H -0.490 2.914 -2.207
H -1.417 0.832 -2.566
H -1.166 0.735 0.146

frontier orbital gap = 0.34950 hartree
HOMO = -9.25 eV
DFT total energy = -13530.0123 eV
LUMO energy = 0.26 eV
multiplicity = 1

---

The following is a quantum chemistry calculation of C6H10N5O2PdS as an isolated structure, from OMol25.

Positions of all 25 atoms, in Å:
Pd 1.265 1.479 -1.732
S 3.466 2.453 -3.878
O -2.868 0.518 -2.754
O -0.979 1.567 -2.135
N -0.847 0.482 2.783
N 1.333 1.916 0.482
N 0.520 -0.440 4.453
N 1.542 0.720 2.627
N -0.226 -1.081 -0.283
C -1.014 -1.647 -1.375
C 0.451 0.008 3.092
C 1.419 1.329 1.494
C -1.644 0.551 -2.511
C -0.904 -0.791 -2.634
C 2.593 1.473 -2.948
H -2.063 -1.680 -1.065
H -1.516 -0.273 2.840
H -1.325 -1.346 -3.473
H -0.723 -2.678 -1.630
H 0.727 -0.891 -0.576
H 0.152 -0.601 -2.842
H 1.505 -0.576 4.650
H -0.189 -1.679 0.532
H -0.869 0.848 1.835
H 0.194 0.341 5.050

frontier orbital gap (alpha / beta) = 0.15867 / 0.22272 hartree
HOMO (alpha / beta) = 0.68 / -1.06 eV
DFT total energy = -32243.1942 eV
charge = -2
LUMO energy (alpha / beta) = 5.00 / 5.00 eV
multiplicity = 2
expectation value of S² = 0.76

---

The following is a quantum chemistry calculation of a 3-piece molecular cluster, C4H14O2S overall, from OMol25.

Positions of all 21 atoms, in Å:
S -0.262 0.668 3.294
O 3.313 -1.466 -1.484
O 1.405 -0.539 -4.139
C -0.500 -0.527 0.868
C -2.261 0.835 -0.185
C -1.959 -0.321 0.897
C 0.251 0.730 1.557
H -0.602 1.820 3.772
H 1.654 -0.730 -3.245
H 1.339 0.742 1.556
H -2.535 1.604 0.369
H -0.177 -1.364 1.426
H 2.279 -0.363 -4.560
H 3.597 -1.804 -0.692
H -1.291 1.170 -0.637
H -2.548 -1.221 0.540
H -0.001 1.715 1.079
H 0.169 -0.853 -0.092
H -2.962 0.656 -0.931
H 3.528 -0.500 -1.319
H -2.436 -0.251 1.925

frontier orbital gap = 0.33943 hartree
HOMO = -8.94 eV
DFT total energy = -19303.3139 eV
LUMO energy = 0.29 eV
multiplicity = 1